(1)
{
  "formula": "C21H26FN3O",
  "method": "ωB97M-V with the def2-TZVPD basis set",
  "elements": ["C", "C", "C", "C", "C", "O", "N", "C", "C", "C", "C", "N", "C", "C", "N", "C", "C", "C", "C", "F", "C", "C", "C", "C", "C", "C", "H", "H", "H", "H", "H", "H", "H", "H", "H", "H", "H", "H", "H", "H", "H", "H", "H", "H", "H", "H", "H", "H", "H", "H", "H", "H"],
  "coordinates": [[-5.0404, -2.6092, -0.7723], [-6.4971, -2.1645, -0.8300], [-6.6752, -0.6454, -0.8423], [-6.3972, 0.0244, 0.5082], [-4.9478, -0.0277, 0.9691], [-4.6162, -0.5350, 2.0192], [-4.0957, 0.5830, 0.1016], [-2.7015, 0.6928, 0.1603], [-2.0488, 1.3351, -0.8900], [-0.6785, 1.4726, -0.8920], [0.0995, 0.9617, 0.1517], [1.4783, 1.1669, 0.1441], [2.2440, 0.9253, 1.3477], [3.5443, 1.7379, 1.2571], [4.3205, 1.4083, 0.0835], [5.2532, 0.3826, 0.1066], [5.4397, -0.4474, 1.2186], [6.4272, -1.4140, 1.2372], [7.2424, -1.5709, 0.1345], [8.2041, -2.5245, 0.1451], [7.0953, -0.7657, -0.9799], [6.1141, 0.2029, -0.9857], [3.5231, 1.6381, -1.1032], [2.2331, 0.8100, -1.0400], [-0.5653, 0.3213, 1.1987], [-1.9405, 0.1916, 1.2091], [-4.9774, -3.6909, -0.8667], [-4.5814, -2.3282, 0.1703], [-4.4681, -2.1628, -1.5839], [-6.9520, -2.5679, -1.7386], [-7.0363, -2.5819, 0.0224], [-6.0384, -0.2196, -1.6225], [-7.7105, -0.4214, -1.1127], [-6.9984, -0.4559, 1.2815], [-6.6929, 1.0762, 0.4539], [-4.5075, 0.9928, -0.7251], [-2.6250, 1.7407, -1.7112], [-0.2072, 1.9998, -1.7076], [1.6731, 1.2696, 2.2110], [2.4805, -0.1443, 1.4726], [4.1475, 1.6104, 2.1550], [3.2775, 2.7976, 1.1754], [4.8080, -0.3565, 2.0872], [6.5592, -2.0506, 2.0980], [7.7520, -0.8945, -1.8258], [6.0328, 0.8457, -1.8479], [4.0774, 1.3735, -2.0010], [3.2698, 2.7023, -1.1442], [1.6337, 0.9857, -1.9317], [2.5076, -0.2598, -1.0139], [-0.0097, -0.1014, 2.0206], [-2.4286, -0.3091, 2.0279]],
  "forces_ev_per_a": [[-0.2, 0.0, 0.0], [0.1, 0.1, -0.2], [-0.2, -0.2, 0.2], [0.0, -0.1, -0.1], [-0.5, 0.2, -0.1], [0.2, -0.2, 0.2], [-0.1, 0.2, -0.4], [0.4, -0.1, 0.2], [0.0, -0.1, 0.1], [0.0, -0.1, 0.0], [-0.4, -0.1, 0.1], [0.3, 0.2, 0.1], [0.2, 0.2, 0.1], [-0.1, -0.2, 0.2], [-0.2, 0.5, 0.0], [0.4, -0.3, 0.1], [-0.2, 0.2, -0.1], [0.3, -0.2, -0.2], [-0.1, 0.1, 0.1], [-0.1, 0.1, 0.0], [0.1, -0.3, 0.2], [-0.1, 0.0, 0.1], [-0.3, -0.3, -0.2], [0.2, 0.1, -0.2], [0.3, 0.1, -0.2], [-0.3, 0.0, 0.0], [0.1, -0.1, 0.0], [0.1, 0.0, 0.1], [0.1, 0.0, -0.1], [-0.1, 0.0, 0.1], [-0.1, 0.0, 0.0], [0.0, 0.0, -0.1], [0.1, 0.1, 0.0], [0.1, 0.1, 0.0], [0.0, 0.0, 0.1], [0.0, -0.1, 0.2], [-0.1, 0.0, -0.1], [0.0, 0.1, 0.0], [0.0, -0.1, 0.0], [-0.1, 0.0, 0.1], [0.0, 0.0, 0.0], [0.0, -0.1, 0.1], [-0.1, 0.0, 0.0], [0.0, -0.1, 0.1], [0.1, 0.0, -0.1], [0.0, 0.1, -0.1], [0.0, 0.1, 0.0], [0.0, -0.1, -0.1], [0.0, 0.0, 0.0], [0.0, 0.0, -0.1], [0.1, 0.0, 0.1], [0.0, 0.0, 0.0]],
  "mulliken_charge": [-1.027, -0.453, -0.565, -0.913, 0.404, -0.645, 0.003, 0.819, -0.849, -0.651, 0.141, 0.199, -0.537, -1.668, 0.079, 0.806, -0.255, -0.858, 0.323, -0.339, -0.708, -0.260, -1.011, -0.608, -0.307, -0.737, 0.383, 0.249, 0.258, 0.346, 0.286, 0.325, 0.329, 0.342, 0.360, 0.188, 0.312, 0.428, 0.634, 0.406, 0.544, 0.436, 0.247, 0.414, 0.414, 0.390, 0.345, 0.380, 0.501, 0.184, 0.418, 0.499],
  "smiles": "CCCCC(=O)Nc1ccc(N2CCN(c3ccc(F)cc3)CC2)cc1",
  "total_energy_ev": -31434.811,
  "homo_ev": -7.4368,
  "relative_energy_ev": 0.038,
  "homo_lumo_gap_ev": 8.1
}

=====

(2)
{
  "formula": "C21H26FN3O7S2",
  "method": "ωB97M-V with the def2-TZVPD basis set",
  "elements": ["C", "C", "N", "C", "C", "S", "O", "O", "C", "C", "C", "C", "O", "O", "C", "C", "O", "N", "C", "C", "C", "C", "C", "S", "O", "O", "N", "C", "C", "C", "C", "C", "C", "F", "H", "H", "H", "H", "H", "H", "H", "H", "H", "H", "H", "H", "H", "H", "H", "H", "H", "H", "H", "H", "H", "H", "H", "H", "H", "H"],
  "coordinates": [[-0.4792, -2.3038, 2.5519], [-1.7715, -1.8141, 1.9085], [-1.9209, -2.2539, 0.5369], [-2.7587, -3.3852, 0.2130], [-2.0890, -4.7156, 0.5393], [-1.5810, -1.1405, -0.6033], [-0.3243, -0.5176, -0.3067], [-1.7682, -1.7117, -1.9017], [-2.7773, 0.2214, -0.4002], [-2.2234, 1.4802, -0.3214], [-3.0133, 2.6138, -0.1714], [-2.3702, 3.9512, -0.0375], [-2.9118, 4.9487, 0.3552], [-1.0786, 3.8771, -0.3952], [-0.2331, 5.0015, -0.2031], [1.2279, 4.5624, -0.0046], [2.0963, 5.3859, 0.1621], [1.3919, 3.2200, -0.0481], [2.5552, 2.4535, 0.0693], [3.8216, 3.0156, 0.2172], [4.9336, 2.1965, 0.3152], [4.8018, 0.8170, 0.2696], [3.5390, 0.2740, 0.1265], [3.3068, -1.5036, 0.1108], [2.4934, -1.8737, 1.2337], [4.5968, -2.1329, -0.0051], [2.3976, -1.7036, -1.2840], [1.5451, -2.8693, -1.3032], [3.1852, -1.5020, -2.4739], [2.4155, 1.0656, 0.0273], [-4.3977, 2.4710, -0.1060], [-4.9696, 1.2146, -0.1969], [-4.1536, 0.1002, -0.3425], [-4.7185, -1.1150, -0.4043], [-0.4592, -3.3879, 2.6049], [0.3843, -1.9702, 1.9817], [-0.4042, -1.9060, 3.5609], [-1.7764, -0.7189, 1.9022], [-2.6416, -2.1555, 2.4812], [-2.9417, -3.3210, -0.8600], [-3.7189, -3.3068, 0.7385], [-2.6957, -5.5304, 0.1528], [-1.9813, -4.8443, 1.6128], [-1.1060, -4.7575, 0.0787], [-1.1500, 1.5383, -0.3671], [-0.2776, 5.6594, -1.0784], [-0.5621, 5.5818, 0.6664], [0.5542, 2.6716, -0.1954], [3.9234, 4.0879, 0.2548], [5.9104, 2.6410, 0.4282], [5.6496, 0.1550, 0.3414], [2.0857, -3.7669, -1.6278], [1.1790, -3.0122, -0.2899], [0.6975, -2.6847, -1.9642], [3.7553, -0.5824, -2.3529], [2.5181, -1.4040, -3.3298], [3.8845, -2.3291, -2.6466], [1.4560, 0.5835, -0.0835], [-5.0116, 3.3500, 0.0167], [-6.0391, 1.0815, -0.1529]],
  "forces_ev_per_a": [[-0.2, 0.2, -0.1], [0.4, 0.2, 0.6], [0.3, 0.8, -0.8], [-0.3, -0.5, -0.4], [-0.1, 0.3, 0.0], [-0.7, 0.2, 0.0], [0.0, -0.2, 0.3], [-0.2, -0.2, 0.0], [0.5, -0.6, -0.1], [-0.1, 0.3, 0.0], [0.0, -0.2, 0.0], [-0.3, 0.0, 0.2], [0.1, 0.0, -0.1], [0.2, -0.1, -0.1], [0.2, 0.6, 0.2], [-0.6, -0.1, -0.1], [0.1, 0.2, 0.0], [-0.4, -0.5, -0.1], [0.4, -0.3, 0.1], [0.0, 0.1, 0.0], [-0.1, -0.2, 0.0], [0.2, -0.2, 0.0], [-0.1, -0.4, -0.1], [0.1, 0.0, -0.2], [-0.3, 0.1, -0.1], [0.0, 0.3, -0.2], [0.5, 0.4, 1.0], [-0.2, -0.3, 0.2], [0.3, 0.1, -0.3], [0.0, 0.3, 0.0], [0.3, 0.0, 0.0], [0.1, -0.2, 0.0], [-0.2, 0.1, 0.1], [0.1, 0.1, 0.0], [0.0, -0.1, 0.0], [0.0, 0.0, 0.0], [0.0, 0.0, 0.1], [-0.1, -0.1, 0.2], [0.0, 0.1, -0.1], [-0.2, -0.2, 0.1], [0.1, 0.1, -0.1], [0.0, -0.1, 0.0], [0.1, -0.1, 0.1], [0.1, -0.1, 0.0], [0.0, 0.1, 0.0], [0.0, -0.1, 0.1], [0.1, -0.1, -0.1], [0.1, 0.3, 0.0], [0.0, 0.0, 0.0], [0.1, 0.0, 0.0], [0.1, 0.0, 0.0], [0.0, 0.0, 0.0], [-0.2, -0.2, 0.0], [0.1, 0.0, 0.0], [0.1, 0.1, -0.2], [0.0, 0.0, 0.0], [0.0, 0.1, 0.0], [-0.2, 0.1, 0.0], [-0.1, 0.1, 0.0], [-0.1, 0.0, 0.0]],
  "mulliken_charge": [-0.899, -0.719, 0.473, -0.517, -1.294, 1.417, -0.614, -0.816, -0.533, 0.129, 0.186, 0.163, -0.604, -0.283, -0.525, 0.553, -0.654, -0.035, 0.290, -0.260, -0.816, -0.303, -0.372, 1.467, -0.714, -0.771, 0.393, -1.237, -1.028, -0.352, -0.630, -0.721, 0.554, -0.314, 0.264, 0.024, 0.463, 0.351, 0.447, 0.425, 0.353, 0.429, 0.310, 0.239, 0.293, 0.274, 0.399, 0.170, 0.553, 0.404, 0.542, 0.373, 0.342, 0.315, 0.352, 0.337, 0.312, 0.433, 0.503, 0.480],
  "smiles": "CCN(CC)S(=O)(=O)c1cc(C(=O)OCC(=O)Nc2cccc(S(=O)(=O)N(C)C)c2)ccc1F",
  "total_energy_ev": -65389.625,
  "homo_ev": -8.9608,
  "relative_energy_ev": 0.000,
  "homo_lumo_gap_ev": 8.8
}

=====

(3)
{
  "formula": "C21H26N2O2",
  "method": "ωB97M-V with the def2-TZVPD basis set",
  "elements": ["C", "C", "C", "C", "O", "C", "C", "C", "C", "C", "C", "O", "N", "C", "C", "C", "C", "C", "C", "N", "C", "C", "C", "C", "C", "H", "H", "H", "H", "H", "H", "H", "H", "H", "H", "H", "H", "H", "H", "H", "H", "H", "H", "H", "H", "H", "H", "H", "H", "H", "H"],
  "coordinates": [[-8.1271, -1.5726, 0.9318], [-6.9614, -0.9309, 0.1909], [-6.5585, 0.4013, 0.8190], [-5.3724, 1.0333, 0.0979], [-4.2465, 0.2037, 0.3031], [-3.0724, 0.5225, -0.2928], [-2.8529, 1.6496, -1.0796], [-1.6051, 1.8620, -1.6442], [-0.5618, 0.9845, -1.4256], [-0.7686, -0.1399, -0.6265], [0.3000, -1.1479, -0.3413], [0.0472, -2.3150, -0.1198], [1.5505, -0.6119, -0.3197], [2.7809, -1.2367, -0.1105], [2.9594, -2.6097, -0.1876], [4.2281, -3.1495, -0.0627], [5.3209, -2.3229, 0.1218], [5.1480, -0.9522, 0.2225], [3.8816, -0.3915, 0.1347], [3.6254, 0.9912, 0.2245], [4.6808, 1.9441, -0.0517], [3.9704, 3.2885, 0.1392], [2.8812, 2.9936, 1.1892], [2.9970, 1.4860, 1.4430], [-2.0202, -0.3683, -0.0794], [-8.3964, -2.5195, 0.4704], [-8.9984, -0.9209, 0.9125], [-7.8627, -1.7599, 1.9700], [-7.2391, -0.7679, -0.8534], [-6.1005, -1.6005, 0.2082], [-7.3976, 1.0993, 0.7867], [-6.2834, 0.2422, 1.8629], [-5.1777, 2.0380, 0.5000], [-5.5887, 1.1194, -0.9762], [-3.6420, 2.3607, -1.2664], [-1.4527, 2.7314, -2.2672], [0.3895, 1.1613, -1.9059], [1.6456, 0.3851, -0.4673], [2.1032, -3.2416, -0.3548], [4.3609, -4.2187, -0.1262], [6.3135, -2.7416, 0.1992], [6.0077, -0.3184, 0.3789], [5.5171, 1.8647, 0.6611], [5.0639, 1.7993, -1.0625], [3.5189, 3.6106, -0.7983], [4.6617, 4.0622, 0.4667], [3.0346, 3.5586, 2.1067], [1.8940, 3.2421, 0.8011], [2.0350, 1.0061, 1.6234], [3.6409, 1.2953, 2.3173], [-2.1864, -1.2484, 0.5215]],
  "forces_ev_per_a": [[0.2, 0.0, -0.2], [-0.1, 0.1, 0.3], [0.4, -0.2, -0.4], [-0.4, 0.3, 0.1], [0.1, -0.2, 0.1], [0.3, 0.0, -0.1], [-0.3, 0.0, 0.1], [0.1, 0.0, 0.0], [0.1, 0.0, 0.0], [-0.4, 0.1, -0.1], [0.1, 0.0, 0.0], [0.0, -0.1, 0.0], [0.1, 0.4, -0.1], [0.2, -0.2, 0.1], [-0.1, -0.1, 0.0], [0.1, 0.1, 0.0], [0.1, -0.1, 0.0], [-0.1, 0.1, 0.0], [-0.1, -0.3, -0.1], [-0.1, 0.2, -0.1], [0.1, 0.2, -0.2], [0.1, 0.0, 0.0], [0.0, -0.1, 0.1], [-0.1, 0.1, 0.3], [0.0, 0.0, 0.0], [-0.1, -0.1, 0.0], [-0.1, 0.0, 0.0], [0.0, 0.0, 0.1], [0.1, 0.0, -0.1], [0.0, 0.0, -0.1], [0.0, 0.1, 0.0], [0.0, 0.1, 0.1], [0.0, -0.1, -0.1], [0.1, 0.0, 0.1], [-0.1, 0.0, 0.0], [0.0, 0.1, -0.1], [0.1, 0.0, 0.0], [-0.1, -0.1, 0.0], [0.0, 0.0, 0.0], [0.0, -0.1, 0.0], [0.1, 0.0, 0.0], [0.0, 0.1, 0.0], [0.0, -0.1, 0.0], [0.1, 0.0, 0.1], [0.0, 0.0, 0.0], [0.0, 0.0, 0.0], [-0.1, 0.0, 0.0], [0.0, 0.0, 0.0], [0.0, 0.0, 0.0], [0.0, -0.1, -0.1], [0.0, -0.1, 0.1]],
  "mulliken_charge": [-1.298, -0.230, -0.855, -0.666, -0.261, 0.424, -0.427, -1.046, -0.657, 0.595, 0.377, -0.654, 0.053, -0.240, -0.696, -0.667, -0.761, -0.343, 0.747, 0.235, -0.826, -0.693, -0.499, -0.608, -0.389, 0.367, 0.324, 0.329, 0.267, 0.276, 0.417, 0.317, 0.423, 0.441, 0.391, 0.374, 0.568, 0.154, 0.487, 0.391, 0.388, 0.341, 0.379, 0.414, 0.265, 0.353, 0.341, 0.226, 0.306, 0.361, 0.485],
  "smiles": "CCCCOc1cccc(C(=O)Nc2ccccc2N2CCCC2)c1",
  "total_energy_ev": -29274.832,
  "homo_ev": -8.0108,
  "relative_energy_ev": 1.564,
  "homo_lumo_gap_ev": 8.8
}

=====

(4)
{
  "formula": "C21H26N2O2",
  "method": "ωB97M-V with the def2-TZVPD basis set",
  "elements": ["C", "O", "C", "C", "C", "C", "C", "C", "O", "C", "C", "C", "C", "N", "C", "C", "C", "C", "C", "C", "N", "C", "C", "C", "C", "H", "H", "H", "H", "H", "H", "H", "H", "H", "H", "H", "H", "H", "H", "H", "H", "H", "H", "H", "H", "H", "H", "H", "H", "H", "H"],
  "coordinates": [[-6.3305, -1.8281, 0.5822], [-6.0260, -0.7572, -0.2873], [-4.7378, -0.2877, -0.3407], [-4.6057, 1.1092, -0.2766], [-5.8340, 1.9556, -0.1507], [-3.3475, 1.6713, -0.3302], [-2.2010, 0.8833, -0.4359], [-0.8924, 1.5778, -0.4498], [-0.8167, 2.7691, -0.6651], [0.3375, 0.7467, -0.1279], [0.2910, 0.2869, 1.3344], [1.5609, -0.4972, 1.6460], [2.7895, 0.3459, 1.3233], [2.7754, 0.7266, -0.0782], [4.0171, 1.3742, -0.4625], [5.1605, 0.3975, -0.4571], [5.0000, -0.8854, -0.9764], [6.0797, -1.7486, -0.9603], [7.2840, -1.3031, -0.4341], [7.3406, -0.0089, 0.0556], [6.3097, 0.8193, 0.0502], [1.6160, 1.5510, -0.3645], [-2.3568, -0.4947, -0.5448], [-3.6069, -1.0951, -0.5153], [-3.7008, -2.5793, -0.7321], [-7.3502, -1.6531, 0.9296], [-6.2980, -2.7941, 0.0715], [-5.6604, -1.8481, 1.4447], [-6.4222, 1.6426, 0.7105], [-6.4606, 1.8349, -1.0327], [-5.5687, 3.0033, -0.0429], [-3.2258, 2.7427, -0.2730], [0.3653, -0.1334, -0.7763], [-0.5943, -0.3246, 1.5173], [0.2337, 1.1659, 1.9811], [1.5802, -0.7847, 2.6985], [1.5870, -1.4051, 1.0406], [3.6982, -0.2306, 1.5137], [2.8079, 1.2365, 1.9784], [3.8974, 1.7569, -1.4816], [4.2759, 2.2245, 0.1901], [4.0403, -1.1801, -1.3695], [5.9889, -2.7519, -1.3524], [8.1521, -1.9432, -0.4038], [8.2531, 0.3909, 0.4795], [1.6548, 1.8632, -1.4110], [1.5912, 2.4620, 0.2573], [-1.4968, -1.1300, -0.6928], [-4.5184, -2.8136, -1.4104], [-2.7764, -2.9458, -1.1725], [-3.8602, -3.1140, 0.2040]],
  "forces_ev_per_a": [[-0.2, -0.2, 0.2], [0.3, 0.2, -0.3], [0.3, 0.3, 0.0], [-0.1, -0.2, 0.0], [0.0, -0.1, 0.0], [0.2, -0.2, 0.0], [-0.6, 0.0, -0.1], [0.4, -0.2, -0.1], [0.0, 0.0, 0.0], [0.1, 0.5, 0.1], [0.1, -0.3, -0.1], [0.1, 0.3, 0.1], [0.0, -0.4, 0.1], [0.0, 0.1, 0.0], [-0.1, 0.1, 0.0], [0.0, -0.2, -0.1], [0.1, 0.0, 0.0], [0.0, 0.1, 0.0], [0.0, 0.0, 0.0], [0.3, -0.3, 0.0], [-0.1, 0.4, 0.1], [-0.2, -0.1, -0.2], [0.1, 0.4, 0.0], [-0.3, -0.1, 0.0], [-0.1, 0.0, 0.0], [0.1, -0.1, 0.0], [0.0, 0.1, 0.0], [0.0, 0.0, 0.0], [-0.1, 0.1, 0.0], [-0.1, 0.1, 0.0], [0.0, 0.1, 0.0], [0.0, 0.1, 0.0], [0.0, 0.0, 0.0], [0.0, 0.1, 0.1], [-0.1, 0.1, 0.0], [0.0, 0.0, 0.0], [0.0, -0.1, 0.0], [0.0, 0.1, 0.1], [0.0, 0.0, 0.0], [0.0, 0.1, 0.1], [0.0, -0.1, -0.1], [-0.1, 0.0, 0.0], [0.0, -0.1, 0.0], [0.1, 0.0, 0.0], [0.1, -0.1, 0.0], [0.0, 0.1, 0.1], [0.0, 0.0, -0.1], [0.1, -0.1, 0.0], [-0.1, -0.1, 0.0], [0.0, 0.0, 0.0], [-0.1, -0.1, 0.0]],
  "mulliken_charge": [-0.906, -0.569, 0.507, 1.168, -1.510, -1.225, 0.360, -0.060, -0.644, 0.922, -0.859, -0.791, -0.771, 0.485, -0.748, 0.354, -0.337, -0.458, -0.430, -0.180, -0.530, -1.633, -0.518, 0.625, -1.717, 0.286, 0.295, 0.378, 0.305, 0.325, 0.384, 0.451, 0.237, 0.467, 0.358, 0.377, 0.342, 0.456, 0.308, 0.423, 0.250, 0.412, 0.398, 0.372, 0.400, 0.503, 0.272, 0.340, 0.365, 0.424, 0.337],
  "smiles": "COc1c(C)cc(C(=O)[C@@H]2CCCN(Cc3ccccn3)C2)cc1C",
  "total_energy_ev": -29274.217,
  "homo_ev": -8.6509,
  "relative_energy_ev": 2.180,
  "homo_lumo_gap_ev": 9.2
}